C4H4N4O in the gas phase in a non-equilibrium geometry. Source: the Open Molecules 2025 dataset; level of theory: the ωB97M-V functional and the def2-TZVPD basis.

Bonds (Å) are listed after each position.
Element x y z (Å)
1 C -1.91686 -0.54013 -0.37417  C2 1.378, H5 1.220, H6 1.268, H7 1.141
2 C -0.66395 -0.04670 -0.08220  C1 1.378, N9 1.345, N12 1.469
3 C 0.99685 1.55914 0.17134  H8 1.089, N9 1.393, N10 1.224
4 C 2.03311 -0.38546 -0.04784  N10 1.330, N11 1.582, O13 1.267
5 H -2.59436 0.38963 -0.77962  C1 1.220
6 H -2.33204 -1.26630 0.57846  C1 1.268
7 H -1.70126 -1.24774 -1.24292  C1 1.141
8 H 1.10100 2.50037 0.70832  C3 1.089
9 N -0.33176 1.25576 -0.11631  C2 1.345, C3 1.393
10 N 2.03898 0.94391 -0.01004  C3 1.224, C4 1.330
11 N 1.20465 -0.95414 1.17440  C4 1.582, N12 1.284
12 N -0.05550 -0.91609 0.93309  C2 1.469, N11 1.284
13 O 2.22113 -1.29225 -0.91250  C4 1.267

- E_HOMO (eV) = -9.56
- relative energy (zero: lowest compared OMol25 entry of this formula, charge and spin) (kcal per mole) = 106.1
- HOMO-LUMO gap (hartree) = 0.3016
- E_tot (eV) = -12215.9073
- spin multiplicity = 1
- LUMO energy (eV) = -1.348
- max |F| (eV Å⁻¹) = 6.80